No. 1
{"formula": "C12H11ClN2O2S", "method": "the ωB97M-V functional and the def2-TZVPD basis", "elements": ["C", "S", "C", "C", "C", "C", "N", "C", "C", "O", "C", "O", "C", "Cl", "C", "N", "C", "C", "H", "H", "H", "H", "H", "H", "H", "H", "H", "H", "H"], "xyz": [[1.8637, -2.5396, -2.6273], [2.1348, -0.7276, -2.1789], [0.9922, -0.5120, -0.8161], [0.3125, 0.5918, -0.7686], [-0.4051, 0.6087, 0.4601], [-0.0318, -0.4615, 1.2617], [0.9279, -1.1222, 0.4529], [1.4602, -2.3780, 0.9981], [-0.6740, -0.6948, 2.6241], [-0.4458, -1.6672, 3.3299], [-1.8080, 0.2328, 2.9766], [-2.5183, 0.0972, 3.9408], [-1.9795, 1.4763, 2.1476], [-2.9696, 2.8254, 2.7601], [-1.3495, 1.6070, 0.9306], [-1.4998, 2.6519, 0.0324], [-1.0729, 2.4598, -1.3896], [0.2068, 1.7971, -1.6299], [0.9009, -2.7251, -3.0556], [2.5358, -2.7067, -3.4942], [2.1289, -3.1881, -1.8724], [0.7964, -3.2657, 0.8190], [2.3886, -2.6093, 0.5807], [1.7083, -2.2568, 2.0890], [-2.0203, 3.4660, 0.2939], [-1.8489, 1.6700, -1.7316], [-1.1002, 3.3205, -2.0925], [0.8997, 2.4735, -1.2730], [0.4670, 1.5767, -2.7676]], "forces_ev_per_angstrom": [[0.720, 2.373, -2.459], [-0.511, -2.018, 0.787], [3.213, -3.066, 0.450], [-3.519, 3.394, 0.894], [-0.228, -0.536, 1.411], [0.453, 1.049, -1.936], [-0.956, -1.243, 1.821], [-0.690, -0.314, 0.695], [1.167, -2.939, -1.082], [0.022, 1.332, -0.667], [-1.134, 3.638, -0.240], [0.338, -1.048, 0.289], [0.595, -0.145, -0.432], [0.542, -1.131, -0.461], [-0.490, 1.457, -0.707], [1.434, -0.345, 0.026], [-3.907, -1.582, -1.129], [1.090, -2.048, -2.024], [-0.844, 0.089, 0.292], [-0.031, 0.162, 0.629], [0.429, -1.251, 1.741], [0.336, 0.957, 0.360], [1.510, -0.211, -1.111], [-0.833, -0.038, -1.068], [-0.254, 0.057, 0.049], [0.755, 1.478, -0.219], [-0.588, -0.040, 1.272], [2.277, 1.427, 0.481], [-0.897, 0.545, 2.338]], "mulliken_charge": [-0.88, -0.09, 0.14, 0.13, 1.36, -0.87, 0.25, -1.17, 0.56, -0.56, 0.31, -0.58, 0.01, -0.23, -0.28, -0.15, -0.81, -0.72, 0.32, 0.34, 0.28, 0.30, 0.47, 0.34, 0.21, 0.29, 0.38, 0.31, 0.38], "relative_energy_kj_mol": 0.0, "smiles": "CSc1c2c3c(n1C)C(=O)C(=O)C(Cl)=C3NCC2", "multiplicity": 1, "gap_ha": 0.2535, "fmax_ev_per_a": 5.0}

=====

No. 2
{"formula": "C12H11Co2N2O6", "method": "the ωB97M-V functional and the def2-TZVPD basis", "elements": ["C", "N", "C", "N", "C", "H", "H", "H", "H", "H", "H", "H", "H", "O", "C", "Co", "C", "O", "C", "O", "C", "C", "C", "Co", "C", "O", "C", "O", "C", "O", "H", "H", "H"], "xyz": [[0.5914, -2.3932, -3.5239], [0.8454, -0.9705, -3.3265], [-0.2532, -0.0708, -3.6848], [2.0811, -0.4800, -3.5716], [3.1352, -1.2219, -3.5204], [-0.3229, -2.4870, -4.1284], [1.4264, -2.8939, -4.0313], [0.4043, -2.9144, -2.5661], [-0.8473, -0.4923, -4.5197], [-0.9231, 0.0593, -2.8236], [0.1707, 0.9021, -3.9706], [4.1074, -0.7093, -3.4555], [3.1388, -2.3311, -3.5578], [-0.1916, 4.7207, 1.7283], [-0.2894, 3.7132, 2.2894], [-0.4608, 2.1936, 3.1490], [1.2093, 1.6037, 3.0366], [2.3285, 1.3138, 2.9804], [-0.6813, 2.8403, 4.7748], [-0.7862, 3.3259, 5.8184], [-1.6995, 1.2774, 1.8023], [-1.0808, 0.4631, 0.8563], [-0.6157, 0.3088, -0.3922], [-1.2323, -0.3060, 2.4541], [0.2789, -1.1857, 2.1898], [1.2119, -1.8587, 2.0533], [-2.3745, -1.6592, 2.2367], [-3.1251, -2.5210, 2.0842], [-1.2019, -0.1626, 4.2922], [-1.3399, -0.3368, 5.4305], [-2.6789, 1.7619, 1.6828], [0.0366, -0.5329, -0.6238], [-0.8615, 1.0436, -1.1630]], "forces_ev_per_angstrom": [[-0.537, -0.169, 0.221], [-0.156, -0.394, -0.762], [0.172, -0.144, -0.164], [1.140, -0.025, 1.075], [-0.361, 0.112, -0.285], [0.344, -0.208, 0.094], [-0.422, 0.187, 0.037], [0.186, 0.162, -0.327], [0.284, 0.341, 0.265], [0.064, -0.095, -0.452], [-0.176, -0.364, 0.109], [-0.607, -0.232, -0.519], [-0.005, 0.734, 0.475], [0.068, -3.286, 1.889], [-0.837, 4.947, -3.083], [-2.335, -3.127, -1.617], [4.160, -1.862, 1.240], [-3.414, 1.077, -0.193], [1.418, 2.552, 5.366], [-0.180, -1.700, -3.427], [-1.436, 2.203, -2.116], [-0.383, 1.500, -4.073], [-0.289, 0.066, 1.301], [2.845, -0.194, 4.331], [3.978, -4.029, -0.333], [-2.855, 2.495, 0.197], [-2.743, -2.474, -0.716], [2.328, 2.525, 0.481], [-1.699, -1.725, 4.314], [0.831, 0.990, -3.407], [0.602, 0.164, 0.000], [-0.404, 0.087, -0.351], [0.420, -0.110, 0.430]], "mulliken_charge": [-1.02, 0.68, -0.82, -0.70, -0.29, 0.32, 0.39, 0.21, 0.36, 0.09, 0.34, 0.25, 0.19, -0.22, 0.41, 0.12, 0.14, -0.23, 0.21, -0.17, -0.40, 0.21, -0.52, 0.35, 0.15, -0.24, 0.01, -0.21, 0.47, -0.25, 0.56, 0.30, 0.30], "total_charge": 1, "relative_energy_kj_mol": 215.3, "multiplicity": 1, "gap_ha": 0.1184, "fmax_ev_per_a": 6.1}

=====

No. 3
{"formula": "C12H11NO4Pt", "method": "the ωB97M-V functional and the def2-TZVPD basis", "elements": ["Pt", "C", "O", "C", "O", "C", "O", "C", "O", "C", "H", "H", "C", "H", "H", "C", "C", "C", "C", "N", "C", "C", "H", "H", "H", "H", "H", "H", "H"], "xyz": [[-0.0288, 1.6178, -1.3046], [0.0657, 2.4999, 0.5146], [0.0805, 2.9521, 1.5917], [-0.0110, 3.3645, -2.1871], [-0.0098, 4.5093, -2.4213], [-2.0153, 1.4808, -1.2953], [-3.1389, 1.6131, -0.9153], [1.9740, 1.3642, -1.3849], [3.1106, 1.3965, -1.0463], [-0.0167, 0.3799, -3.3566], [0.9087, -0.2164, -3.4287], [-0.9373, -0.2256, -3.4102], [-0.0265, 1.6997, -3.6469], [-0.9483, 2.1666, -4.0668], [0.8932, 2.1765, -4.0560], [0.0489, -3.4288, 3.5206], [0.0171, -2.2352, 2.6067], [1.1682, -1.6373, 2.1374], [1.1169, -0.6913, 1.1051], [-0.0125, -0.3337, 0.4520], [-1.1488, -0.8103, 1.0003], [-1.1982, -1.7348, 2.0753], [0.6212, -4.2521, 3.0903], [0.5734, -3.1539, 4.4251], [-0.9693, -3.7463, 3.7110], [2.1270, -1.9011, 2.5773], [2.0405, -0.2740, 0.7277], [-2.1105, -0.5309, 0.5542], [-2.1741, -2.0492, 2.4308]], "forces_ev_per_angstrom": [[0.145, -1.156, 1.228], [0.163, 2.504, 7.436], [-0.098, -2.212, -5.567], [0.017, 8.264, -1.236], [-0.003, -5.384, 0.872], [-8.663, 0.390, 2.642], [7.014, -0.767, -2.471], [8.203, -0.258, 2.175], [-6.659, -0.124, -2.066], [-0.086, -2.205, -0.872], [-0.426, 0.464, 0.359], [0.427, 0.464, 0.298], [-0.032, 0.386, -3.849], [0.517, -0.319, 0.786], [-0.496, -0.312, 0.713], [-0.039, 0.656, -0.246], [-1.335, -0.409, -0.592], [0.464, 0.975, -0.667], [0.284, -0.471, -0.111], [-0.095, -0.370, 1.235], [-0.855, -0.843, 0.557], [1.013, 0.861, -1.027], [-0.103, 0.088, -0.216], [-0.075, -0.032, 0.485], [0.033, -0.198, 0.314], [-0.052, 0.077, -0.274], [0.080, -0.003, 0.084], [0.478, 0.041, 0.087], [0.181, -0.107, -0.079]], "mulliken_charge": [1.81, 0.28, -0.20, 0.31, -0.25, 0.08, -0.24, 0.09, -0.23, -0.74, 0.33, 0.33, -0.59, 0.48, 0.47, -1.29, 0.71, -0.68, -0.10, -0.17, -0.21, -0.72, 0.35, 0.36, 0.36, 0.45, 0.31, 0.30, 0.40], "total_charge": 2, "s_squared": 2.02, "relative_energy_kj_mol": 202.8, "multiplicity": 3, "gap_ha": [0.2743, 0.2365], "fmax_ev_per_a": 9.1}

=====

No. 4
{"formula": "C12H11NOS", "method": "the ωB97M-V functional and the def2-TZVPD basis", "elements": ["C", "C", "C", "C", "C", "C", "C", "C", "C", "C", "C", "C", "N", "O", "S", "H", "H", "H", "H", "H", "H", "H", "H", "H", "H", "H"], "xyz": [[-0.0996, 2.5711, 0.3949], [2.4787, -0.2033, -2.5609], [0.8013, 2.5432, -0.5991], [2.1892, 1.0527, -2.1046], [-0.6022, 1.4105, 1.0222], [2.0801, -1.3122, -1.8537], [1.2365, 1.3490, -1.0938], [0.6755, 0.1935, -0.5765], [-0.3038, 0.2084, 0.5084], [1.1415, -1.1103, -0.8906], [-2.9920, -0.8056, 1.8076], [-1.5511, -1.3920, 1.9029], [-0.7686, -1.0498, 0.8240], [-0.2486, -3.3961, -0.5600], [0.4274, -2.3859, 0.1968], [-0.4245, 3.5093, 0.6998], [3.2222, -0.4650, -3.3792], [1.2754, 3.4792, -0.8709], [2.8940, 1.8008, -2.5189], [-1.2565, 1.5282, 1.8480], [2.3338, -2.1772, -2.3674], [-3.5120, -0.8340, 2.7136], [-2.8207, 0.1820, 1.5330], [-3.5581, -1.3157, 1.0477], [-0.9627, -0.9960, 2.8196], [-1.6553, -2.3847, 2.0570]], "forces_ev_per_angstrom": [[0.086, -1.069, 0.236], [1.842, 0.175, -0.539], [0.551, 2.445, 0.190], [1.640, 1.581, -1.040], [-0.624, 1.014, 0.184], [-1.704, 0.409, -0.333], [1.208, -2.767, -1.569], [-0.729, -1.833, 1.673], [1.058, -1.286, -1.516], [-0.921, 0.026, 0.857], [1.904, -1.139, -0.650], [-0.539, 3.641, 3.323], [2.612, -1.386, -3.563], [-1.025, -1.025, -0.997], [0.119, 2.993, 1.339], [-0.547, 1.480, 0.894], [-0.981, 1.151, 0.971], [-0.178, -0.045, -0.467], [-1.120, 0.175, 0.181], [-0.557, 0.040, 0.589], [0.391, -2.232, 0.235], [-0.683, -0.160, 1.508], [-0.428, 1.896, -0.590], [-0.137, -0.193, -0.377], [-1.397, -0.451, -0.594], [0.158, -3.440, 0.055]], "mulliken_charge": [-0.79, -0.56, -0.84, -0.60, -0.46, -0.44, 0.29, 0.74, 0.19, 0.36, -1.28, -0.51, -0.18, -0.53, 0.38, 0.45, 0.28, 0.36, 0.30, 0.51, 0.43, 0.40, 0.37, 0.33, 0.33, 0.49], "relative_energy_kj_mol": 140.2, "multiplicity": 1, "gap_ha": 0.2911, "fmax_ev_per_a": 5.0}

=====

No. 5
{"formula": "C12H12", "method": "the ωB97M-V functional and the def2-TZVPD basis", "elements": ["C", "C", "C", "C", "C", "C", "H", "H", "H", "H", "H", "H", "C", "C", "C", "C", "C", "C", "H", "H", "H", "H", "H", "H"], "xyz": [[2.0932, 0.0764, 0.2144], [2.6889, -1.1730, 0.0137], [3.9898, -1.2839, -0.0086], [4.6597, -0.0432, -0.1160], [4.0950, 1.1971, -0.1479], [2.7879, 1.2650, -0.0780], [1.1091, 0.0643, 0.6126], [2.0383, -1.9579, 0.4090], [4.6591, -2.0867, -0.2724], [5.7000, -0.3376, -0.1551], [4.8539, 2.0567, -0.3947], [2.2722, 2.2135, -0.0248], [-2.5624, -1.0896, 0.2602], [-2.0199, 0.1443, 0.3777], [-2.8586, 1.3119, 0.2176], [-4.2697, 1.0901, -0.0651], [-4.7832, -0.1720, -0.3145], [-3.9669, -1.2537, -0.1540], [-1.8868, -1.9061, 0.3460], [-1.0312, 0.2709, 0.4099], [-2.4364, 2.3453, 0.5177], [-4.9616, 1.8908, -0.4998], [-5.7484, -0.5371, -0.6095], [-4.4223, -2.0855, -0.5383]], "forces_ev_per_angstrom": [[0.713, 0.392, -1.213], [-5.133, -0.288, 3.096], [4.100, 2.221, -2.038], [1.749, -3.028, 0.291], [5.810, 1.426, -1.686], [-4.477, 0.031, 1.616], [-0.845, 0.339, -0.196], [0.159, -0.464, -0.936], [-0.564, -0.845, 0.653], [0.606, 1.494, -0.219], [-1.955, -1.348, 0.754], [-0.121, 0.063, -0.108], [-2.804, -0.966, -1.418], [-4.825, 2.241, -0.616], [-1.331, -0.439, 0.886], [0.732, 2.421, -1.529], [1.321, -0.885, 0.758], [3.610, 1.871, 1.335], [0.124, -0.881, -0.058], [3.741, 0.442, 0.730], [-0.886, -1.766, -1.080], [1.281, -0.450, 1.481], [-0.759, 1.280, -0.319], [-0.247, -2.861, -0.182]], "mulliken_charge": [-0.13, -0.37, -0.40, -0.12, -0.44, -0.33, 0.30, 0.26, 0.33, 0.25, 0.23, 0.37, -0.44, 0.20, -0.39, -0.43, -0.23, -0.41, 0.36, 0.18, 0.27, 0.24, 0.33, 0.38], "relative_energy_kj_mol": 335.6, "smiles": "c1ccccc1.c1ccccc1", "multiplicity": 1, "gap_ha": 0.3644, "fmax_ev_per_a": 6.2}

=====

No. 6
{"formula": "C12H12", "method": "the ωB97M-V functional and the def2-TZVPD basis", "elements": ["C", "C", "C", "C", "C", "C", "C", "C", "C", "C", "C", "C", "H", "H", "H", "H", "H", "H", "H", "H", "H", "H", "H", "H"], "xyz": [[-2.9903, -1.4293, 0.2129], [-1.7029, -0.7574, -0.0992], [-1.6617, 0.6252, -0.0951], [-0.3919, 1.1856, -0.0035], [-0.5832, 2.7314, -0.0936], [0.7713, 0.4309, 0.0759], [2.0787, 0.9362, -0.0809], [3.1500, 0.2189, 0.0987], [3.1308, -1.1668, 0.0728], [1.8875, -1.7267, -0.0792], [0.6893, -0.9695, -0.1262], [-0.6819, -1.5479, -0.2829], [-3.2141, -0.7175, 1.3368], [-2.9851, -2.4241, 0.5721], [-3.8836, -1.6021, -0.5390], [-2.6817, 1.1490, -0.2032], [-1.5965, 2.9651, -0.0120], [-0.0850, 3.2473, -0.9498], [-0.0522, 3.3755, 0.5419], [2.1372, 2.0326, 0.1339], [3.9556, 0.6758, 0.4486], [3.9289, -1.8782, -0.1233], [1.6022, -2.7280, -0.0717], [-0.8214, -2.6260, -0.7339]], "forces_ev_per_angstrom": [[-3.446, 2.039, 2.198], [-3.466, -0.850, -0.496], [0.681, 0.541, 0.371], [-3.730, 3.517, -0.470], [2.981, -0.625, -1.396], [0.587, -1.545, -2.436], [-3.211, 4.235, 2.446], [0.598, -2.751, -0.556], [-1.621, -2.139, -1.231], [-1.203, 1.152, 0.023], [-2.002, -0.128, 0.299], [5.461, -2.684, -1.241], [-0.494, -2.319, -3.504], [1.100, -1.048, 0.610], [1.547, 1.667, 1.201], [2.078, -0.473, 0.445], [-1.450, 0.435, -0.173], [-0.910, -1.045, -0.622], [0.684, 0.225, 2.341], [0.242, -0.808, -0.579], [3.924, 2.075, 0.577], [0.557, 0.616, 0.865], [0.716, -2.065, -0.332], [0.378, 1.978, 1.662]], "mulliken_charge": [-1.35, 0.62, -0.83, 1.37, -1.72, 0.46, -0.61, -0.36, -0.73, -0.55, 0.69, -0.86, 0.24, 0.42, 0.23, 0.18, 0.34, 0.35, 0.44, 0.20, 0.50, 0.35, 0.43, 0.22], "relative_energy_kj_mol": 374.0, "multiplicity": 1, "gap_ha": 0.3180, "fmax_ev_per_a": 6.2}

=====

What did the third record say?
{"formula": "C12H11NO4Pt", "method": "the ωB97M-V functional and the def2-TZVPD basis", "elements": ["Pt", "C", "O", "C", "O", "C", "O", "C", "O", "C", "H", "H", "C", "H", "H", "C", "C", "C", "C", "N", "C", "C", "H", "H", "H", "H", "H", "H", "H"], "xyz": [[-0.0288, 1.6178, -1.3046], [0.0657, 2.4999, 0.5146], [0.0805, 2.9521, 1.5917], [-0.0110, 3.3645, -2.1871], [-0.0098, 4.5093, -2.4213], [-2.0153, 1.4808, -1.2953], [-3.1389, 1.6131, -0.9153], [1.9740, 1.3642, -1.3849], [3.1106, 1.3965, -1.0463], [-0.0167, 0.3799, -3.3566], [0.9087, -0.2164, -3.4287], [-0.9373, -0.2256, -3.4102], [-0.0265, 1.6997, -3.6469], [-0.9483, 2.1666, -4.0668], [0.8932, 2.1765, -4.0560], [0.0489, -3.4288, 3.5206], [0.0171, -2.2352, 2.6067], [1.1682, -1.6373, 2.1374], [1.1169, -0.6913, 1.1051], [-0.0125, -0.3337, 0.4520], [-1.1488, -0.8103, 1.0003], [-1.1982, -1.7348, 2.0753], [0.6212, -4.2521, 3.0903], [0.5734, -3.1539, 4.4251], [-0.9693, -3.7463, 3.7110], [2.1270, -1.9011, 2.5773], [2.0405, -0.2740, 0.7277], [-2.1105, -0.5309, 0.5542], [-2.1741, -2.0492, 2.4308]], "forces_ev_per_angstrom": [[0.145, -1.156, 1.228], [0.163, 2.504, 7.436], [-0.098, -2.212, -5.567], [0.017, 8.264, -1.236], [-0.003, -5.384, 0.872], [-8.663, 0.390, 2.642], [7.014, -0.767, -2.471], [8.203, -0.258, 2.175], [-6.659, -0.124, -2.066], [-0.086, -2.205, -0.872], [-0.426, 0.464, 0.359], [0.427, 0.464, 0.298], [-0.032, 0.386, -3.849], [0.517, -0.319, 0.786], [-0.496, -0.312, 0.713], [-0.039, 0.656, -0.246], [-1.335, -0.409, -0.592], [0.464, 0.975, -0.667], [0.284, -0.471, -0.111], [-0.095, -0.370, 1.235], [-0.855, -0.843, 0.557], [1.013, 0.861, -1.027], [-0.103, 0.088, -0.216], [-0.075, -0.032, 0.485], [0.033, -0.198, 0.314], [-0.052, 0.077, -0.274], [0.080, -0.003, 0.084], [0.478, 0.041, 0.087], [0.181, -0.107, -0.079]], "mulliken_charge": [1.81, 0.28, -0.20, 0.31, -0.25, 0.08, -0.24, 0.09, -0.23, -0.74, 0.33, 0.33, -0.59, 0.48, 0.47, -1.29, 0.71, -0.68, -0.10, -0.17, -0.21, -0.72, 0.35, 0.36, 0.36, 0.45, 0.31, 0.30, 0.40], "total_charge": 2, "s_squared": 2.02, "relative_energy_kj_mol": 202.8, "multiplicity": 3, "gap_ha": [0.2743, 0.2365], "fmax_ev_per_a": 9.1}